# 1
Molecular formula: C5H14N2Si
Method: DFT, wB97M-V/def2-TZVPD

The geometry in XYZ format:
```
22
C5H14N2Si, DFT wB97M-V/def2-TZVPD
H 0.648 -0.116 -2.027
N 2.325 -0.089 0.672
H -1.513 -1.684 1.198
H 0.421 -1.505 -1.145
H -3.485 -0.013 -0.626
H -2.645 0.837 -1.950
Si -1.049 0.297 -0.184
N 1.891 0.767 1.295
H 2.987 -1.934 0.920
H 3.567 -1.163 -0.579
H -2.120 -0.187 1.917
H -0.637 2.491 1.036
C 3.355 -0.992 0.514
H 4.309 -0.702 0.937
C -2.736 0.809 -0.878
C -1.350 -0.664 1.411
H 0.476 2.507 -0.505
C -0.063 -0.678 -1.451
C -0.191 1.976 0.202
H -0.503 -0.659 2.015
H -3.023 1.802 -0.502
H -0.664 -1.098 -2.269
```

Summary:
DFT total energy in Ha: -597.76479
Multiplicity: 1
Gap between HOMO and LUMO (spin up / spin down) in eV: 7.60 / 8.17
Net charge: 0
E_HOMO (spin up / spin down) in eV: -6.900 / -7.597

=====

# 2
Molecular formula: C28H26Cl2N4O12STi
Method: DFT, wB97M-V/def2-TZVPD

The geometry in XYZ format:
```
74
C28H26Cl2N4O12STi, DFT wB97M-V/def2-TZVPD
C 0.670 2.150 -3.537
O -2.901 -4.029 1.036
H 5.149 -2.654 -0.063
H 2.601 1.226 4.415
C 1.025 4.720 2.283
C -1.141 -2.081 -2.682
H 2.736 -3.327 -2.405
N 0.648 0.819 3.708
C 0.059 0.801 -5.437
O 0.408 6.682 5.422
C 1.569 1.239 4.757
Ti -0.372 0.076 -0.165
C -0.385 -0.234 -4.580
H -1.108 -1.649 -6.043
O -5.245 -0.131 -0.426
H 0.891 3.804 0.329
C -0.877 4.402 3.717
C -1.499 3.656 2.727
O 0.075 0.443 1.593
C -0.966 -1.454 -4.989
H 1.470 0.561 5.603
Cl 1.307 3.625 -2.908
H -1.368 4.604 4.662
O -5.551 -3.021 0.179
H 2.440 2.328 2.270
H -2.422 2.447 0.650
O -0.954 -1.688 0.493
C 0.406 3.974 1.287
O 1.340 -1.052 -0.430
H 1.593 -3.226 -1.048
C -2.922 -0.719 -0.141
H -1.398 -2.810 -1.921
C -0.854 3.424 1.512
H 3.120 -4.114 -0.863
C 0.577 1.958 -4.927
O 1.498 4.531 5.753
C -0.709 0.424 4.105
O -2.177 0.309 -0.504
O 0.264 1.299 -1.335
C 2.309 1.285 1.982
C 0.938 0.834 2.443
C 2.580 -1.005 -0.424
C 0.246 1.184 -2.659
H 5.080 -2.495 -1.822
O 2.516 6.175 4.260
H 1.354 2.256 5.096
C -4.369 -0.915 -0.174
H 3.792 0.719 -0.798
C 2.642 -3.249 -1.321
S 1.293 5.686 4.866
C -4.542 -2.390 0.230
C -1.343 -2.367 -4.044
H 2.001 5.172 2.143
C -3.156 -2.926 0.631
H -0.814 0.568 5.175
Cl -0.051 0.605 -7.152
H -1.212 2.853 -0.411
H 0.911 2.742 -5.592
H -0.885 -0.619 3.845
N -0.626 -0.950 -2.267
C 4.757 -2.050 -0.882
N -1.429 2.577 0.535
N 3.301 -2.031 -0.850
H 5.178 -1.051 -0.820
C -0.265 -0.024 -3.195
O 2.404 1.192 0.580
H -1.438 1.043 3.588
H -1.797 -3.308 -4.322
C 0.394 4.924 3.501
C -2.247 -1.800 0.374
H 4.067 -0.017 0.792
H 3.077 0.687 2.476
C 3.304 0.253 0.060
H -2.500 3.261 2.879
```

Summary:
DFT total energy in Ha: -4372.68563
Multiplicity: 1
Gap between HOMO and LUMO in eV: 6.08
Net charge: 0
E_HOMO in eV: -7.769